Here is one molecule with the formula C5H11FN2 in a non-equilibrium geometry from the Open Molecules 2025 dataset. Energies are from ωB97M-V/def2-TZVPD.

The energy above the lowest of the compared OMol25 structures with the same formula, charge and spin comes out at 45.4 kcal/mol. The charge is 0. The HOMO energy comes out at -0.3410 Ha. Its structure (SMILES) is N[C@@H]1C[C@H](N)[C@H]1CF.

Last column: Löwdin charge in e.
Element x y z (Å)
1 N -0.83 2.13 -0.40  0.005
2 C -0.16 1.11 0.34  -0.465
3 C 1.33 1.11 0.20  -0.100
4 C 1.32 -0.45 0.27  -0.366
5 N 2.35 -1.12 -0.44  0.051
6 C -0.17 -0.30 -0.21  -0.200
7 C -1.20 -1.41 0.19  -0.187
8 F -2.44 -0.93 -0.08  -0.057
9 H -2.01 2.08 -0.13  0.174
10 H -0.49 3.08 0.01  0.105
11 H -0.45 1.06 1.30  0.108
12 H 1.51 1.36 -0.82  0.107
13 H 2.06 1.63 0.88  0.124
14 H 1.21 -0.77 1.35  0.154
15 H 2.14 -2.11 -0.23  0.086
16 H 3.18 -0.95 0.05  0.057
17 H -0.22 -0.22 -1.29  0.145
18 H -1.12 -2.37 -0.47  0.142
19 H -1.22 -1.78 1.24  0.118